# 1
Computed, not measured: an isolated molecule of C4H3ClN2S, with wB97M-V/def2-TZVPD.

```
! wB97M-V def2-TZVPD RIJCOSX def2/J DEFGRID3
* xyz 0 1
C 0.825 -0.264 -0.028
C 0.544 1.073 -0.307
C -1.609 -0.296 0.219
C -0.427 -1.001 0.423
H 3.095 0.027 0.192
H 1.306 1.759 -0.332
H -0.598 -1.983 0.364
N -0.622 1.681 -0.039
N -1.667 1.010 -0.002
S 2.369 -1.015 -0.213
Cl -3.215 -0.991 -0.276
*
```

Summary:
HOMO level   -9.3 eV
Structure (SMILES)   Sc1cnnc(Cl)c1
LUMO   -0.01341 Ha
Frontier orbital gap   0.3300 Eh

Here is what Mulliken gives for the atomic charges, in e: C 0.431; C -0.291; C 0.487; C -0.603; H 0.141; H 0.420; H 0.451; N -0.484; N -0.167; S -0.211; Cl -0.173



# 2
Computed, not measured: a cluster of 2 separate species, C3H7NO2 in total, with wB97M-V/def2-TZVPD.

```
! wB97M-V def2-TZVPD RIJCOSX def2/J DEFGRID3
* xyz 0 1
C 1.478 0.337 -0.674
C 2.172 1.110 0.172
N 0.063 0.286 -0.605
H 1.893 -0.100 -1.601
H 3.245 1.100 0.022
H 1.556 1.705 0.819
H -0.374 1.186 -0.772
H -0.699 -0.301 0.944
H -0.365 -0.287 -1.337
O -1.526 -0.497 1.510
C -2.240 -1.305 0.689
O -2.044 -1.722 -0.419
H -3.159 -1.512 1.253
*
```

Summary:
HOMO level   -9.3 eV
Structure (SMILES)   C=CN.O=CO
LUMO   0.03222 Ha
Frontier orbital gap   0.3739 Eh

Here is what Mulliken gives for the atomic charges, in e: C -0.046; C -0.671; N -0.588; H 0.259; H 0.245; H 0.271; H 0.242; H 0.440; H 0.301; O -0.446; C 0.155; O -0.477; H 0.316



# 3
Computed, not measured: an isolated molecule of C5H7N, with wB97M-V/def2-TZVPD.

```
! wB97M-V def2-TZVPD RIJCOSX def2/J DEFGRID3
* xyz 0 1
C 0.115 -1.083 -1.502
C -0.668 -1.602 -0.512
N -0.690 -0.693 0.518
C 0.034 0.418 0.184
C 0.570 0.190 -1.061
C 0.290 1.486 1.190
H 0.252 -1.542 -2.470
H -1.056 -2.598 -0.402
H -1.123 -0.858 1.409
H 1.110 0.944 -1.608
H 0.488 1.086 2.183
H 1.188 2.028 0.876
H -0.510 2.225 1.195
*
```

Summary:
HOMO level   -8.0 eV
Structure (SMILES)   Cc1ccc[nH]1
LUMO   0.03880 Ha
Frontier orbital gap   0.3326 Eh

Here is what Mulliken gives for the atomic charges, in e: C -0.503; C -0.471; N -0.059; C 0.358; C -0.445; C -1.084; H 0.377; H 0.382; H 0.191; H 0.388; H 0.327; H 0.277; H 0.262



# 4
Computed, not measured: a cluster of 6 separate species, C4H16NO8 in total, with wB97M-V/def2-TZVPD.

```
! wB97M-V def2-TZVPD RIJCOSX def2/J DEFGRID3
* xyz -1 1
C -2.096 -0.769 -0.382
N -1.976 0.571 -0.674
C -2.279 0.909 -2.055
C -0.821 1.326 -0.149
C 0.200 0.418 0.583
O 0.877 -0.363 -0.129
O 0.252 0.560 1.826
O -2.908 -1.485 -0.934
H -1.506 -1.154 0.455
H -1.428 0.617 -2.681
H -3.108 0.334 -2.469
H -2.523 1.957 -2.211
H -0.290 1.716 -1.018
H -1.108 2.150 0.500
H 1.039 -0.069 -3.144
H 1.851 1.160 -2.673
O 1.346 0.796 -3.437
H 3.243 1.658 -1.047
H 1.936 0.947 -0.778
O 2.291 1.775 -1.183
H 1.488 -1.488 2.541
H 1.845 -0.056 2.818
O 2.245 -0.940 2.776
H -1.061 -0.196 2.919
H -2.420 0.077 2.293
O -2.015 -0.331 3.062
H 2.998 -2.021 1.282
H 2.301 -1.862 -0.040
O 2.977 -2.406 0.394
*
```

Summary:
HOMO level   -6.4 eV
LUMO   0.11801 Ha
Frontier orbital gap   0.3534 Eh

Here is what Mulliken gives for the atomic charges, in e: C 0.022; N 0.167; C -1.058; C -0.282; C 0.322; O -0.730; O -0.945; O -0.617; H 0.479; H 0.366; H 0.352; H 0.325; H 0.372; H 0.161; H 0.294; H 0.411; O -0.725; H 0.299; H 0.393; O -0.707; H 0.323; H 0.337; O -0.716; H 0.451; H 0.309; O -0.681; H 0.385; H 0.408; O -0.715



# 5
Computed, not measured: a cluster of 7 separate species, C33H53BN6O9 in total, with wB97M-V/def2-TZVPD.

```
! wB97M-V def2-TZVPD RIJCOSX def2/J DEFGRID3
* xyz 0 1
C 7.437 -1.654 -1.259
B 6.643 -0.257 -1.024
O 7.224 0.980 -1.406
C 5.188 -0.359 -0.321
C 5.026 -0.811 1.060
C 3.721 -0.967 1.749
C 2.525 -0.640 0.955
C 2.668 -0.170 -0.447
C 3.971 -0.031 -1.077
C 1.311 0.112 -1.176
O 1.140 1.068 -1.894
C 0.188 -0.928 -0.852
C -0.731 -1.474 -1.835
C -1.775 -2.434 -1.437
C -1.920 -2.891 -0.048
C -0.979 -2.336 0.939
C 0.044 -1.394 0.534
C 1.084 -0.810 1.547
O 0.812 -0.535 2.691
H 8.489 -1.510 -0.898
H 6.932 -2.406 -0.589
H 7.387 -1.997 -2.330
H 7.354 0.897 -2.370
H 5.956 -1.084 1.624
H 3.599 -1.327 2.796
H 4.034 0.326 -2.136
H -0.640 -1.167 -2.906
H -2.503 -2.845 -2.180
H -2.679 -3.629 0.287
H -1.044 -2.629 2.011
C 4.748 2.151 3.197
O 5.523 1.642 3.985
N 3.718 2.966 3.527
C 2.837 3.535 2.527
C 3.492 3.279 4.926
H 4.830 1.977 2.112
H 2.888 4.625 2.581
H 1.813 3.209 2.724
H 3.127 3.213 1.527
H 4.381 3.762 5.336
H 3.312 2.354 5.477
H 2.634 3.942 5.032
C -4.130 -5.609 -1.316
O -4.102 -4.402 -1.477
N -5.199 -6.309 -0.877
C -5.161 -7.748 -0.708
C -6.426 -5.594 -0.565
H -3.252 -6.243 -1.524
H -5.921 -8.205 -1.345
H -5.370 -7.993 0.337
H -4.183 -8.146 -0.978
H -6.774 -5.070 -1.457
H -6.228 -4.858 0.215
H -7.194 -6.288 -0.226
C 6.827 -5.721 0.755
O 7.470 -4.718 0.515
N 5.479 -5.825 0.654
C 4.776 -7.055 0.957
C 4.717 -4.664 0.228
H 7.310 -6.655 1.086
H 4.234 -7.388 0.069
H 4.067 -6.873 1.768
H 5.473 -7.835 1.262
H 5.056 -4.355 -0.763
H 4.889 -3.843 0.926
H 3.654 -4.899 0.194
C -1.297 5.983 -1.259
O -2.331 6.628 -1.269
N -1.157 4.747 -0.732
C 0.108 4.036 -0.755
C -2.310 4.110 -0.123
H -0.364 6.376 -1.695
H -0.017 3.100 -1.301
H 0.414 3.819 0.272
H 0.881 4.631 -1.240
H -3.104 4.016 -0.867
H -2.674 4.731 0.697
H -2.044 3.124 0.254
C -2.402 7.867 -4.528
O -1.654 7.630 -5.460
N -3.445 8.730 -4.564
C -4.293 8.958 -3.410
C -3.720 9.448 -5.795
H -2.282 7.377 -3.550
H -5.323 8.694 -3.663
H -4.247 10.015 -3.134
H -3.966 8.354 -2.564
H -3.916 8.730 -6.594
H -2.847 10.043 -6.069
H -4.583 10.100 -5.669
C -7.101 -1.511 2.553
O -7.728 -2.102 1.695
N -5.753 -1.524 2.681
C -5.069 -0.795 3.730
C -4.969 -2.295 1.734
H -7.603 -0.898 3.319
H -4.385 -0.072 3.279
H -4.500 -1.497 4.344
H -5.782 -0.265 4.362
H -5.160 -1.924 0.725
H -5.275 -3.343 1.784
H -3.908 -2.212 1.960
*
```

Summary:
HOMO level   -8.8 eV
Structure (SMILES)   CB(O)c1ccc2c(c1)C(=O)c1ccccc1C2=O.CN(C)C=O.CN(C)C=O.CN(C)C=O.CN(C)C=O.CN(C)C=O.CN(C)C=O
LUMO   -0.02781 Ha
Frontier orbital gap   0.2952 Eh

These are the Mulliken partial charges, in e, on atoms 1 to 99: C -0.755; B 0.351; O -0.518; C 0.451; C -0.443; C -1.083; C 1.152; C 0.708; C -0.983; C -0.043; O -0.595; C 0.461; C -0.798; C -0.372; C -0.358; C -0.952; C 0.816; C -0.221; O -0.597; H 0.196; H 0.158; H 0.329; H 0.298; H 0.441; H 0.370; H 0.325; H 0.370; H 0.382; H 0.468; H 0.397; C 0.256; O -0.647; N 0.157; C -1.102; C -1.009; H 0.227; H 0.419; H 0.358; H 0.333; H 0.306; H 0.313; H 0.392; C 0.102; O -0.574; N 0.164; C -0.933; C -0.734; H 0.290; H 0.336; H 0.345; H 0.299; H 0.271; H 0.108; H 0.385; C 0.087; O -0.530; N 0.164; C -0.925; C -0.908; H 0.222; H 0.321; H 0.324; H 0.300; H 0.256; H 0.262; H 0.430; C 0.103; O -0.662; N 0.167; C -0.987; C -0.991; H 0.293; H 0.437; H 0.306; H 0.309; H 0.301; H 0.320; H 0.365; C 0.717; O -0.625; N 0.086; C -0.806; C -0.935; H -0.225; H 0.321; H 0.323; H 0.232; H 0.288; H 0.288; H 0.375; C 0.094; O -0.560; N 0.184; C -0.905; C -0.764; H 0.252; H 0.307; H 0.305; H 0.317



# 6
Computed, not measured: a structure of composition C2H8N4O2Sn, with wB97M-V/def2-TZVPD.

```
! wB97M-V def2-TZVPD RIJCOSX def2/J DEFGRID3
* xyz 3 2
Sn 2.534 4.026 -17.977
C 1.403 0.538 -16.620
O 1.828 1.355 -17.310
N 1.049 -0.611 -17.056
N 1.442 0.520 -15.351
H 0.691 -1.290 -16.400
H 0.888 -0.674 -18.051
H 1.304 -0.389 -14.933
H 1.581 1.342 -14.781
C 6.169 3.132 -19.346
O 5.253 3.885 -19.165
N 7.330 3.343 -19.891
N 6.316 2.108 -18.530
H 7.305 3.870 -20.752
H 7.847 2.475 -19.914
H 6.763 1.275 -18.886
H 5.724 1.915 -17.734
*
```

Summary:
HOMO level (alpha / beta)   -19.4 / -19.4 eV
LUMO (alpha / beta)   -0.53033 / -0.61874 Ha
Frontier orbital gap (alpha / beta)   0.1832 / 0.0948 Eh

Here is what Mulliken gives for the atomic charges, in e: Sn 1.722; C 0.587; O -0.438; N -0.118; N -0.115; H 0.282; H 0.315; H 0.257; H 0.268; C 0.567; O -0.511; N -0.312; N -0.386; H 0.294; H 0.253; H 0.228; H 0.108



Across the entries above, electronic energy takes the values -30531.6585; -8808.7735; -6788.4010; -22281.0462; -63124.4781; -18055.1816 eV, respectively.